Below is the ion C2H5N2 with charge +1 in a non-equilibrium geometry, with properties calculated with wB97M-V/def2-TZVPD.

```
9
Properties=species:S:1:pos:R:3
C -0.183 -0.030 -0.182
C 1.059 -0.754 -0.134
N 0.888 0.819 -0.079
N -1.455 0.137 -0.060
H 1.334 -1.145 0.905
H 1.531 -1.048 -1.042
H 0.936 1.528 0.773
H -2.221 -0.521 -0.316
H -1.889 1.013 0.134
```

Output
- E_HOMO (eV) = -16.3
- LUMO energy (eV) = -4.816
- charge = +1
- structure (SMILES) = [NH2+]=C1CN1
- gap between HOMO and LUMO (eV) = 11.525

Below is a structure of composition C2H5N2 in a non-equilibrium geometry, with properties calculated with wB97M-V/def2-TZVPD.

```
9
Properties=species:S:1:pos:R:3
C -0.246 -1.090 0.046
C 0.085 0.808 0.024
N -1.075 -0.075 -0.146
N 0.862 -0.371 0.153
H -0.762 -2.090 0.197
H 0.268 1.614 -0.832
H -0.031 1.399 1.039
H -1.945 0.045 0.287
H 2.843 -0.240 -0.768
```

Output
- E_HOMO (alpha / beta) (eV) = -15.7 / -16.8
- LUMO energy (alpha / beta) (eV) = -8.585 / -5.633
- charge = +1
- gap between HOMO and LUMO (alpha / beta) (eV) = 7.151 / 11.125

Below is the ion C2H5N2O with charge +1 in a non-equilibrium geometry, with properties calculated with wB97M-V/def2-TZVPD.

```
10
Properties=species:S:1:pos:R:3
C 1.788 -0.380 -0.648
C -0.592 0.218 0.317
N 2.380 -0.531 -1.706
N 0.175 -0.733 -0.526
O 2.804 -0.528 -2.835
H 2.284 -0.519 0.360
H -1.650 -0.271 0.328
H -0.527 1.217 -0.138
H -0.332 0.251 1.373
H -0.202 -1.082 -1.465
```

Output
- E_HOMO (alpha / beta) (eV) = -15.4 / -15.2
- LUMO energy (alpha / beta) (eV) = -8.279 / -8.388
- charge = +1
- structure (SMILES) = C/[NH+]=C/N=O
- gap between HOMO and LUMO (alpha / beta) (eV) = 7.077 / 6.854

ΔE to the lowest compared entry with this formula, charge and spin readings, ordered: 21.4 131.7 149.3 kcal per mole
Electronic energy readings, ordered: -188.3815 -188.2056 -263.4763 a.u.